ORCA calculation (the ωB97M-V functional and the def2-TZVPD basis) on a 4-piece molecular cluster, C22H41N2O6 overall.

Multiplicity: 1
Lowest unoccupied orbital energy (eV): -3.169
HOMO (eV): -10.59
Total charge: +1
Gap between HOMO and LUMO (eV): 7.420

Last column: Mulliken charge in e.
Geometry (Å):
O  3.96201  -1.91804  0.66921  -0.4372
C  3.36016  -2.43056  -0.54594  -0.4435
C  2.37924  -1.23522  -1.07131  -0.3265
C  1.14037  -1.96408  -1.77442  -0.5846
N  0.02649  -1.04328  -2.22193  0.2452
O  0.32420  -0.49363  -3.46933  -0.3686
C  -0.28188  0.08022  -1.27976  -0.9539
C  -1.67159  0.82051  -1.54951  -0.5151
C  -2.93641  -0.15595  -1.67297  -0.6626
N  -4.25568  0.51708  -1.50023  -0.1504
C  -4.96689  -0.11855  -0.31777  -0.4991
C  -5.71995  -1.40947  -0.91145  0.6509
C  -5.03394  -2.71500  -1.36681  -0.1863
C  -5.80000  -3.93188  -1.94252  -0.6398
C  -7.34065  -3.81264  -2.10131  -0.3647
C  -8.04776  -2.52279  -1.64352  -0.3782
C  -7.26532  -1.34065  -1.03924  0.0900
O  -7.99765  -0.17477  -0.59904  -0.5311
H  4.81439  -2.39407  0.83976  0.2693
H  4.10789  -2.76965  -1.33420  0.3677
H  2.63787  -3.27083  -0.21123  0.2335
H  2.12396  -0.62962  -0.14350  0.2848
H  2.95791  -0.66387  -1.86943  0.2579
H  1.55632  -2.45334  -2.73570  0.2233
H  0.69638  -2.83037  -1.16449  0.4365
H  -0.79845  -1.66018  -2.39981  0.5135
H  -0.02058  -1.17231  -4.10645  0.3680
H  0.54410  0.87473  -1.42271  0.3991
H  -0.19403  -0.24492  -0.18192  0.4227
H  -1.61788  1.56430  -2.43065  0.3472
H  -1.86600  1.48619  -0.62420  0.3480
H  -2.90679  -0.61551  -2.73410  0.0921
H  -2.79816  -1.03292  -0.94546  0.2337
H  -4.04819  1.50841  -1.29755  0.1814
H  -4.24318  -0.36422  0.53188  0.2958
H  -5.74198  0.66503  0.01861  0.3847
H  -3.89668  -2.82498  -1.28403  0.0852
H  -5.29806  -4.90551  -2.25460  0.3219
H  -7.96991  -4.64536  -2.54514  0.3254
H  -9.18021  -2.41057  -1.73852  0.3395
H  -8.19463  -0.39274  0.34765  0.3532
C  4.88479  -2.68083  4.05797  -1.0795
C  6.26806  -2.54311  3.48126  0.9229
O  6.47952  -2.71537  2.29174  -0.6001
C  7.37946  -2.18508  4.42805  -1.0769
H  4.18424  -2.94135  3.26140  0.2411
H  4.87252  -3.47392  4.80845  0.3720
H  4.57243  -1.73372  4.50299  0.2880
H  7.47733  -2.95631  5.19498  0.4080
H  7.17589  -1.21565  4.88887  0.2361
H  8.31918  -2.11972  3.87529  0.2780
C  7.23000  3.57766  4.28660  -1.1511
C  6.89463  2.14996  3.94724  0.8314
O  6.58210  1.35144  4.81116  -0.5429
C  6.96113  1.74772  2.49747  -0.8488
H  7.14034  3.72391  5.36496  0.2991
H  8.25644  3.79963  3.98730  0.3287
H  6.53473  4.25259  3.78286  0.3325
H  7.97560  1.88860  2.11879  0.3202
H  6.25392  2.34142  1.91432  0.3206
H  6.69498  0.69253  2.40164  0.1080
C  -5.45664  4.73233  -2.38381  -1.0594
C  -3.97106  4.67734  -2.15092  0.7512
O  -3.38100  3.61241  -2.07519  -0.4782
C  -3.24168  5.98649  -2.01488  -1.1254
H  -5.84896  3.71595  -2.46216  0.2572
H  -5.94591  5.23293  -1.54570  0.3397
H  -5.66718  5.26139  -3.31549  0.3388
H  -3.63278  6.54258  -1.16050  0.3378
H  -3.35403  6.57122  -2.93017  0.3446
H  -2.17928  5.79385  -1.85078  0.2776